No. 1
Here is a structure of composition C4H10N2O from the Open Molecules 2025 dataset. Energies are from the ωB97M-V functional and the def2-TZVPD basis.

The value obtained for the highest occupied orbital energy is -6.076 eV. The value obtained for the energy relative to the best compared isomer or geometry (same formula, charge and spin) is 6.034 eV. Its spin multiplicity is 1. Its LUMO energy is 0.90 eV. Its HOMO-LUMO gap is 0.256 Ha.

```
17
Properties=species:S:1:pos:R:3:forces:R:3:lowdin_charge:R:1
C 0.333 0.518 0.616 -1.894 -2.712 0.793 -0.32
C 1.019 -0.148 -0.415 3.662 3.718 -1.616 -0.12
C -0.735 -1.448 0.553 -0.528 1.152 1.399 -0.18
N -0.654 1.414 0.345 -0.111 0.343 -0.377 0.07
N -2.020 -1.036 0.036 0.166 -0.268 0.028 -0.06
C 2.258 1.392 -0.952 -1.170 -2.379 -1.453 -0.18
O 3.453 1.343 -0.946 -0.190 0.268 0.536 -0.02
H 0.851 0.662 1.560 -0.166 -0.230 -0.016 0.13
H -1.111 1.828 1.143 0.001 -0.120 -0.019 0.09
H -1.321 1.070 -0.350 0.057 0.112 0.280 0.08
H -2.792 -1.176 0.682 0.182 0.079 -0.187 0.07
H -2.237 -1.512 -0.832 -0.069 0.083 0.152 0.07
H 1.709 2.131 -1.616 0.237 0.204 0.607 0.07
H 0.519 -0.265 -1.369 -0.057 -0.187 0.023 0.09
H 1.804 -0.838 -0.147 -0.279 -0.299 0.040 0.09
H -0.713 -1.587 1.633 -0.353 -0.196 -0.048 0.05
H -0.362 -2.348 0.059 0.512 0.431 -0.142 0.07
```
Forces are in eV/Å.



No. 2
Here is a structure of composition C22H20FMnN5O3S from the Open Molecules 2025 dataset. Energies are from the ωB97M-V functional and the def2-TZVPD basis.

The value obtained for the highest occupied orbital energy (alpha / beta) is -11.053 / -11.234 eV. As for the charge: +1. Its spin multiplicity is 5. Its expectation value of S² is 6.069. Its LUMO energy (alpha / beta) is -3.71 / -4.05 eV. Its HOMO-LUMO gap (alpha / beta) is 0.270 / 0.264 Ha.

```
53
Properties=species:S:1:pos:R:3:forces:R:3:mulliken_spin:R:1
Mn 1.268 -0.720 2.058 0.347 0.336 0.355 3.98
C -0.062 -1.316 6.009 0.185 -0.013 -0.046 -0.01
C 0.178 -1.390 4.544 1.520 0.773 0.072 0.07
N 1.278 -0.933 3.975 -1.116 -0.505 1.012 -0.14
N 2.220 -0.389 4.749 0.229 0.482 1.448 -0.03
C 3.277 0.049 4.125 -0.410 -0.404 -1.267 0.01
N 4.224 0.727 4.768 0.105 0.028 0.158 -0.01
S 3.493 -0.250 2.406 0.303 0.058 -0.155 -0.06
C -0.806 -1.891 3.615 -0.749 -0.523 -1.010 0.00
C -2.108 -2.273 3.966 0.704 0.193 0.063 0.01
C -3.004 -2.600 2.970 0.136 0.071 -0.532 0.01
C -2.583 -2.578 1.643 -0.086 -0.144 0.377 0.01
C -1.265 -2.274 1.369 0.186 0.043 -0.132 0.01
N -0.390 -1.929 2.317 -0.844 0.047 0.485 0.02
H 0.814 -0.907 6.505 -0.088 -0.076 -0.037 0.00
H -0.280 -2.305 6.407 -0.051 -0.092 0.059 0.00
H -0.913 -0.669 6.213 -0.119 0.046 0.003 0.00
H 4.070 1.015 5.720 0.049 -0.084 0.003 0.00
H 5.024 1.074 4.264 -0.149 -0.042 0.101 0.00
H -2.413 -2.291 5.001 0.049 0.091 0.083 0.00
H -4.025 -2.852 3.210 -0.072 -0.045 0.060 0.00
H -3.262 -2.804 0.838 -0.034 -0.083 -0.091 0.00
H -0.884 -2.303 0.354 0.000 0.092 0.067 0.00
C -2.532 2.029 -3.700 0.183 0.129 0.042 0.00
C -1.116 2.582 -3.526 -0.512 0.333 -0.526 0.00
C -0.336 2.655 -4.834 0.018 -0.120 0.058 0.00
C -0.111 1.263 -5.408 -0.104 0.201 -0.093 0.00
C 0.472 0.355 -4.367 0.054 -0.161 -0.128 0.00
C 1.172 -0.770 -4.748 -0.048 0.125 0.262 0.00
C 1.721 -1.623 -3.794 -0.103 0.209 0.485 0.00
F 2.387 -2.703 -4.207 0.013 -0.017 -0.019 0.00
C 1.600 -1.366 -2.452 0.072 -0.179 -0.335 0.00
C 0.894 -0.230 -2.037 -0.050 0.150 0.174 0.00
C 0.758 0.047 -0.618 -1.038 1.629 -0.799 -0.04
O 1.258 -0.750 0.239 0.568 -0.984 -0.913 0.04
C 0.014 1.209 -0.279 0.361 -0.620 0.419 0.02
C -0.525 1.991 -1.271 0.017 -0.157 -0.066 0.01
N -0.396 1.739 -2.571 0.211 0.157 0.577 0.01
C 0.314 0.639 -2.994 0.408 -0.701 0.108 0.00
C -0.305 1.614 1.161 -0.215 0.051 -0.761 0.00
O -1.172 2.440 1.348 -0.017 0.158 -0.008 0.02
O 0.380 1.016 2.061 0.065 -0.237 0.703 0.06
H -3.075 2.631 -4.425 -0.065 0.015 -0.076 0.00
H -3.074 2.059 -2.757 -0.016 -0.008 0.038 0.00
H -2.501 0.998 -4.046 -0.060 -0.067 -0.037 0.00
H -1.176 3.585 -3.091 0.090 -0.190 0.016 0.00
H 0.633 3.122 -4.647 -0.006 0.095 0.000 0.00
H -0.882 3.278 -5.542 0.009 0.051 0.034 0.00
H 0.562 1.321 -6.264 -0.024 -0.052 0.011 0.00
H -1.052 0.842 -5.777 0.043 0.024 0.001 0.00
H 1.312 -0.996 -5.792 0.009 -0.034 -0.192 0.00
H 2.037 -2.019 -1.713 0.067 -0.064 0.007 0.00
H -1.111 2.853 -0.976 -0.025 0.013 -0.056 0.00
```
Forces are in eV/Å.



No. 3
Here is a cluster of 2 separate species, C2H6ClN3 in total from the Open Molecules 2025 dataset. Energies are from the ωB97M-V functional and the def2-TZVPD basis.

The value obtained for the highest occupied orbital energy (alpha / beta) is -7.704 / -6.742 eV. The value obtained for the energy relative to the best compared isomer or geometry (same formula, charge and spin) is 4.744 eV. Its spin multiplicity is 1. Its LUMO energy (alpha / beta) is 0.21 / 0.19 eV. Its HOMO-LUMO gap (alpha / beta) is 0.291 / 0.255 Ha.

```
12
Properties=species:S:1:pos:R:3:forces:R:3:lowdin_charge:R:1
C 0.921 0.827 -0.258 -0.568 0.480 0.375 -0.13
C -0.445 0.512 0.323 0.902 -0.626 0.274 -0.36
N 1.005 -1.879 0.641 -0.823 1.913 0.088 -0.06
N -0.181 -1.728 0.611 0.910 -0.119 -0.642 0.02
N -1.539 0.808 -0.515 -0.446 -0.586 1.112 -0.38
Cl -3.062 -0.063 0.047 1.179 0.707 -0.806 0.44
H 0.901 1.033 -1.346 0.063 -0.483 0.494 0.08
H 1.704 0.095 0.061 -0.715 0.201 -0.435 0.05
H 1.202 1.769 0.213 0.297 0.207 -0.057 0.07
H -0.465 0.543 1.488 -0.863 0.373 -2.505 0.13
H 1.431 -2.732 0.312 -0.147 -1.471 0.046 0.05
H -1.474 0.815 -1.576 0.211 -0.595 2.055 0.11
```
Forces are in eV/Å.



No. 4
Here is a structure of composition CH2N4S from the Open Molecules 2025 dataset. Energies are from the ωB97M-V functional and the def2-TZVPD basis.

The value obtained for the highest occupied orbital energy is -9.389 eV. The value obtained for the energy relative to the best compared isomer or geometry (same formula, charge and spin) is 1.628 eV. Its spin multiplicity is 1. Its LUMO energy is 0.13 eV. Its HOMO-LUMO gap is 0.350 Ha.

```
8
Properties=species:S:1:pos:R:3:forces:R:3:lowdin_charge:R:1
C -0.173 0.053 -0.001 -2.805 -1.901 1.202 -0.83
H -2.265 1.379 0.713 0.773 -3.462 -1.906 0.03
H 2.585 1.242 -0.222 -2.023 -2.605 0.801 0.22
N 0.493 -1.138 0.102 1.089 1.705 -1.046 0.00
N 1.760 -0.784 -0.005 -0.193 0.602 0.376 0.02
N 1.735 0.560 -0.024 6.306 0.224 -0.656 -0.12
N 0.608 1.095 0.013 -3.368 1.597 -0.723 0.03
S -1.966 -0.067 -0.068 0.222 3.840 1.954 0.64
```
Forces are in eV/Å.



No. 5
Here is a structure of composition C36H52F4N2PPm from the Open Molecules 2025 dataset. Energies are from the ωB97M-V functional and the def2-TZVPD basis.

The value obtained for the highest occupied orbital energy (alpha / beta) is -7.635 / -7.604 eV. The value obtained for the energy relative to the best compared isomer or geometry (same formula, charge and spin) is 0.490 eV. Its spin multiplicity is 5. Its expectation value of S² is 6.007. Its LUMO energy (alpha / beta) is 0.29 / 0.30 eV. Its HOMO-LUMO gap (alpha / beta) is 0.291 / 0.290 Ha.

```
96
Properties=species:S:1:pos:R:3:forces:R:3:mulliken_spin:R:1
Pm 0.879 1.054 0.616 -0.630 0.595 0.411 4.01
C 3.428 3.125 1.812 0.800 -0.048 -1.959 0.00
N 2.447 3.296 0.752 -0.573 -0.622 0.951 -0.01
C 2.998 3.395 -0.589 -1.047 2.056 0.428 0.01
C 1.529 4.389 1.116 -0.560 -0.473 0.578 -0.01
C 0.114 4.213 0.525 -0.618 1.529 0.351 0.01
C -0.870 5.193 0.822 -0.471 -2.587 -1.833 0.00
C -2.190 5.042 0.252 1.517 3.559 1.694 0.00
C -2.468 4.107 -0.658 1.501 -2.959 -0.136 0.00
C -1.450 3.086 -0.854 -1.975 0.427 -1.597 0.01
C -0.176 3.125 -0.330 0.294 -0.482 0.504 -0.03
H 4.002 4.016 2.023 -0.024 0.792 0.312 0.00
H 4.166 2.461 1.387 0.037 -0.647 0.484 0.00
H 2.920 2.744 2.650 -0.201 -0.523 1.285 0.00
H 3.648 4.269 -0.793 -0.240 -0.024 0.393 0.00
H 2.104 3.466 -1.180 -0.128 0.128 -0.936 0.00
H 3.541 2.553 -0.864 0.949 -1.789 -0.267 0.00
H 2.019 5.292 0.788 -0.111 0.864 -0.233 0.00
H 1.488 4.464 2.247 -0.060 -0.298 -1.247 0.00
H -0.596 6.035 1.388 0.014 0.995 0.866 0.00
H -2.914 5.873 0.424 0.516 -0.796 0.103 0.00
H -3.458 4.060 -1.065 -0.258 -0.232 -0.499 0.00
H -1.727 2.279 -1.590 0.325 0.957 0.951 0.00
F 7.312 3.046 1.795 0.383 0.831 0.541 0.00
C 6.543 1.979 1.648 -0.185 -1.962 -0.398 0.00
C 6.257 1.592 0.335 0.677 -0.006 -0.282 0.00
C 5.489 0.464 0.133 -0.358 0.122 0.210 0.00
C 4.976 -0.256 1.260 0.357 -0.109 -3.207 0.00
C 3.949 -1.291 0.833 2.417 -1.298 -0.379 0.00
C 5.465 -0.005 2.503 -0.114 1.867 -0.556 0.00
C 6.207 1.157 2.725 0.862 0.880 -0.451 0.00
H 6.762 2.106 -0.503 -0.556 -0.106 0.570 0.00
H 5.262 0.156 -0.923 0.077 0.204 1.282 0.00
H 3.873 -2.013 1.639 -0.483 -0.255 0.150 0.00
H 4.422 -1.832 -0.075 -0.930 0.519 1.085 0.00
H 5.137 -0.564 3.312 -0.448 -1.092 1.480 0.00
H 6.606 1.437 3.695 -0.238 -0.138 0.020 0.00
C -5.863 -0.907 -0.045 1.276 1.403 -0.707 0.00
C -5.081 -1.132 1.256 0.388 -0.150 -0.461 0.00
C -3.503 -1.002 1.169 -0.852 -0.728 -0.629 0.00
C -3.030 -1.021 -0.303 0.458 0.834 0.126 0.00
C -3.696 0.228 -1.002 0.298 -2.311 0.279 0.00
C -5.212 0.359 -0.643 1.977 -0.311 0.514 0.00
P -1.139 -1.090 -0.413 -0.809 0.809 0.156 0.00
C -0.770 -1.334 -2.261 -1.389 0.278 0.120 0.00
C -0.651 0.080 -2.904 1.486 -0.469 0.752 0.01
C -0.881 0.080 -4.382 -3.876 -1.095 0.093 0.00
C -0.371 -1.169 -5.032 -0.836 -1.702 -0.150 0.00
C -1.162 -2.451 -4.481 0.599 0.790 -2.660 0.00
C -1.710 -2.195 -3.133 -0.743 -1.029 2.667 0.00
C -0.714 -2.661 0.501 -1.634 -0.285 -0.889 0.00
C -1.744 -3.840 0.216 0.526 0.557 0.640 0.00
C -1.669 -4.809 1.408 -1.890 0.381 -0.191 0.00
C -0.243 -5.069 1.792 -0.322 0.904 1.289 0.00
C 0.373 -3.795 2.432 -0.063 -0.715 0.350 0.00
C -0.340 -2.544 2.012 1.251 1.106 -2.302 0.00
H -6.912 -0.652 0.173 0.247 -0.629 -0.193 0.00
H -5.730 -1.746 -0.763 -0.479 0.375 0.519 0.00
H -5.312 -2.139 1.546 -0.107 -0.497 0.716 0.00
H -5.461 -0.424 1.987 -0.007 -0.094 0.259 0.00
H -3.113 -1.875 1.703 0.174 0.336 0.067 0.00
H -3.154 -0.090 1.653 0.056 -0.045 0.030 0.00
H -3.268 -1.986 -0.779 -0.677 0.646 -0.061 0.00
H -3.488 0.141 -2.056 -0.382 -0.120 -0.693 0.00
H -3.185 1.122 -0.721 0.378 0.558 0.567 0.00
H -5.612 0.796 -1.504 -1.412 0.405 -1.267 0.00
H -5.157 1.142 0.098 -0.720 0.248 0.547 0.00
H 0.152 -1.899 -2.266 0.698 0.224 -0.022 0.00
H 0.398 0.375 -2.799 -0.019 0.404 0.595 0.00
H -1.310 0.814 -2.429 0.376 -0.333 -0.005 0.00
H -0.577 0.984 -4.813 0.745 1.266 -0.727 0.00
H -2.040 0.099 -4.466 1.549 -0.062 -0.409 0.00
H 0.651 -1.318 -4.743 0.893 0.067 -0.130 0.00
H -0.464 -1.197 -6.134 0.248 0.298 0.525 0.00
H -0.531 -3.364 -4.666 -0.561 0.796 0.670 0.00
H -2.043 -2.544 -5.135 0.357 -0.280 -0.069 0.00
H -1.837 -3.141 -2.567 -0.087 0.215 -0.451 0.00
H -2.741 -1.805 -3.214 0.536 0.231 0.166 0.00
H 0.150 -2.876 -0.072 1.471 -0.565 -0.259 0.00
H -1.551 -4.430 -0.680 0.731 0.220 -0.183 0.00
H -2.733 -3.431 -0.019 0.051 -0.380 0.801 0.00
H -2.173 -5.728 1.097 0.011 -0.084 0.244 0.00
H -2.261 -4.390 2.260 0.479 -0.402 -0.449 0.00
H 0.287 -5.305 0.899 0.656 -0.571 -0.646 0.00
H -0.227 -5.878 2.515 0.352 -0.304 -0.145 0.00
H 1.416 -3.723 2.152 0.356 -0.013 -0.008 0.00
H 0.327 -3.834 3.523 0.118 -0.249 -0.029 0.00
H 0.366 -1.676 2.117 -0.854 -0.585 0.190 0.01
H -1.221 -2.380 2.568 -0.862 0.433 0.796 0.00
N 2.171 -0.547 -0.621 0.187 -0.409 -0.507 0.00
C 2.720 -0.569 0.549 -0.829 0.264 -0.491 0.00
H 2.556 -1.136 -1.405 -0.122 0.519 0.864 0.00
F -0.674 0.727 2.486 0.220 0.137 0.034 0.00
C 0.570 1.436 3.194 0.171 -0.445 -0.879 0.00
F 0.732 0.641 4.269 -0.213 0.359 -0.072 0.00
F -0.007 2.567 3.618 -0.094 -0.080 0.437 0.00
```
Forces are in eV/Å.



Number 1: DFT total energy -9332.9534 eV. Number 2: DFT total energy -81602.5117 eV. Number 3: DFT total energy -19158.9710 eV. Number 4: DFT total energy -17862.1775 eV. Number 5: DFT total energy -77865.7726 eV.